No. 1
Formula: C49H65BrF27N3O21
Source: the Open Molecules 2025 dataset
Level of theory: ωB97M-V/def2-TZVPD

Atoms and positions in Å:
C: 3.094 1.725 -0.511
C: 2.673 0.667 -1.527
O: 2.985 0.791 -2.695
N: 1.889 -0.359 -1.015
C: 1.660 -1.486 -1.909
C: 0.274 -2.129 -1.578
C: -0.811 -1.408 -2.411
C: -2.062 -0.919 -1.650
C: -1.860 0.300 -0.786
Br: -0.768 0.047 0.881
C: -1.249 1.580 -1.419
C: -1.739 1.993 -2.843
C: -0.584 2.120 -3.829
N: 0.302 3.014 -3.711
C: -1.714 2.615 -0.428
N: -2.782 2.266 0.159
C: -3.174 0.908 -0.217
C: -4.497 0.721 -0.974
O: -4.967 -0.430 -1.055
O: -4.993 1.766 -1.458
H: 4.035 1.484 -0.040
H: 3.254 2.641 -1.077
H: 2.295 1.936 0.202
H: 2.243 -0.659 -0.117
H: 2.400 -2.286 -1.806
H: 1.616 -1.195 -2.951
H: 0.070 -2.138 -0.510
H: 0.338 -3.165 -1.913
H: -0.420 -0.570 -2.993
H: -1.179 -2.127 -3.142
H: -2.568 -1.704 -1.094
H: -2.780 -0.613 -2.415
H: -0.169 1.491 -1.523
H: -2.185 2.989 -2.781
H: -2.512 1.333 -3.230
H: -0.485 1.407 -4.647
H: 0.086 3.574 -2.880
H: -1.192 3.556 -0.299
H: -3.308 2.796 0.839
H: -3.277 0.375 0.733
C: -5.145 -3.887 2.269
C: -4.430 -4.072 3.591
O: -3.001 -4.169 3.402
C: -2.363 -3.025 3.241
O: -2.856 -1.935 3.238
C: -0.855 -3.276 3.092
F: -0.590 -4.275 2.245
F: -0.303 -3.597 4.271
F: -0.245 -2.186 2.635
H: -4.876 -4.684 1.576
H: -6.224 -3.894 2.417
H: -4.869 -2.943 1.798
H: -4.733 -5.009 4.054
H: -4.663 -3.271 4.292
C: -4.425 -3.007 -7.800
C: -3.415 -4.102 -7.538
O: -2.071 -3.572 -7.504
C: -1.703 -2.996 -6.374
O: -2.372 -2.872 -5.391
C: -0.245 -2.528 -6.478
F: -0.002 -1.892 -7.628
F: 0.597 -3.567 -6.412
F: 0.064 -1.695 -5.484
H: -4.173 -2.466 -8.713
H: -5.423 -3.430 -7.901
H: -4.438 -2.280 -6.987
H: -3.434 -4.827 -8.349
H: -3.634 -4.639 -6.618
C: -6.285 -6.743 -3.737
C: -6.247 -7.898 -4.714
O: -7.220 -7.709 -5.763
C: -6.870 -6.894 -6.741
O: -5.833 -6.306 -6.833
C: -7.988 -6.829 -7.791
F: -9.190 -6.679 -7.223
F: -8.019 -7.954 -8.516
F: -7.806 -5.811 -8.628
H: -7.298 -6.605 -3.352
H: -5.605 -6.925 -2.904
H: -5.994 -5.810 -4.220
H: -6.522 -8.824 -4.213
H: -5.254 -8.040 -5.139
C: -12.139 -2.636 -6.122
C: -12.333 -2.694 -4.623
O: -11.797 -3.914 -4.075
C: -10.486 -3.934 -3.883
O: -9.724 -3.048 -4.125
C: -10.073 -5.272 -3.258
F: -10.647 -6.311 -3.874
F: -10.427 -5.332 -1.969
F: -8.749 -5.451 -3.321
H: -12.565 -3.521 -6.597
H: -12.617 -1.748 -6.534
H: -11.080 -2.609 -6.381
H: -13.394 -2.700 -4.383
H: -11.891 -1.832 -4.125
C: 8.134 -0.503 3.511
C: 7.603 0.746 4.181
O: 7.458 1.826 3.235
C: 6.371 1.800 2.484
O: 5.509 0.972 2.514
C: 6.341 3.030 1.569
F: 7.520 3.246 0.981
F: 6.035 4.136 2.262
F: 5.428 2.892 0.607
H: 9.060 -0.286 2.990
H: 8.313 -1.282 4.246
H: 7.428 -0.881 2.772
H: 8.310 1.098 4.929
H: 6.657 0.562 4.689
C: 1.829 6.836 -3.275
C: 2.615 6.063 -2.237
O: 2.734 6.816 -1.013
C: 1.689 6.774 -0.209
O: 0.668 6.179 -0.404
C: 1.984 7.575 1.066
F: 2.538 8.760 0.794
F: 2.837 6.900 1.853
F: 0.881 7.805 1.771
H: 2.275 7.817 -3.441
H: 1.806 6.293 -4.219
H: 0.802 7.001 -2.949
H: 3.628 5.892 -2.594
H: 2.173 5.088 -2.037
C: -2.811 1.292 4.653
C: -2.054 0.474 5.675
O: -1.985 1.155 6.942
C: -3.063 1.069 7.708
O: -4.071 0.487 7.440
C: -2.819 1.802 9.035
F: -2.258 3.001 8.839
F: -1.997 1.092 9.819
F: -3.954 1.990 9.699
H: -2.373 2.288 4.558
H: -2.786 0.799 3.682
H: -3.852 1.427 4.945
H: -1.025 0.334 5.352
H: -2.493 -0.515 5.800
C: 4.008 8.410 4.161
C: 4.986 7.272 4.357
O: 6.346 7.746 4.359
C: 6.775 8.276 5.495
O: 6.141 8.396 6.500
C: 8.247 8.688 5.353
F: 8.468 9.344 4.208
F: 9.040 7.608 5.360
F: 8.627 9.478 6.352
H: 4.248 8.967 3.255
H: 2.992 8.029 4.083
H: 4.049 9.114 4.992
H: 4.914 6.572 3.527
H: 4.778 6.716 5.271
C: 14.015 -0.495 6.723
C: 14.145 -1.870 6.105
O: 12.875 -2.345 5.618
C: 12.492 -1.877 4.439
O: 13.096 -1.106 3.758
C: 11.151 -2.508 4.041
F: 10.277 -2.501 5.056
F: 11.314 -3.783 3.669
F: 10.594 -1.857 3.019
H: 13.253 -0.499 7.504
H: 14.964 -0.182 7.157
H: 13.714 0.244 5.981
H: 14.465 -2.589 6.856
H: 14.884 -1.883 5.304

multiplicity: 1
molecular weight: 1624.91 g mol⁻¹
E_tot: -242751.70719 eV
HOMO: -8.3 eV
HOMO-LUMO gap: 7.67 eV

=====

No. 2
Formula: C49H66F10N9O2
Source: the Open Molecules 2025 dataset
Level of theory: ωB97M-V/def2-TZVPD

Atoms and positions in Å:
C: -3.245 -4.650 -3.736
C: -2.210 -3.564 -3.575
O: -2.778 -2.464 -2.907
C: -1.911 -1.353 -2.841
C: -2.511 -0.456 -1.779
O: -1.714 0.722 -1.563
C: -0.880 0.524 -0.456
C: 0.148 1.681 -0.382
C: 0.691 2.056 -1.794
F: 1.604 3.051 -1.689
F: -0.304 2.588 -2.516
C: 1.275 0.901 -2.691
F: 1.597 -0.163 -1.933
F: 0.329 0.513 -3.554
C: 2.481 1.317 -3.562
F: 2.150 2.396 -4.262
F: 3.511 1.619 -2.771
C: 2.953 0.187 -4.564
F: 4.259 0.080 -4.507
F: 2.418 -0.980 -4.305
F: 2.625 0.534 -5.794
C: -0.681 2.933 0.059
C: 0.274 3.729 0.920
N: 0.755 2.616 1.824
C: 1.634 3.155 2.933
C: 2.319 2.146 3.857
C: 3.790 1.847 3.564
C: 4.473 1.191 4.771
C: 4.098 -0.303 4.913
N: 5.293 -1.168 4.894
C: 1.192 1.523 0.848
C: 1.081 0.160 1.590
C: -0.141 -0.105 2.467
F: -0.646 -1.357 2.117
C: 2.696 1.644 0.501
C: 3.404 2.845 0.443
C: 4.773 2.861 0.192
N: 5.489 1.759 -0.004
C: 4.821 0.617 0.019
C: 3.451 0.497 0.255
H: -4.106 -4.283 -4.290
H: -3.567 -5.039 -2.774
H: -2.825 -5.479 -4.301
H: -1.358 -3.965 -3.012
H: -1.827 -3.284 -4.563
H: -1.896 -0.854 -3.812
H: -0.896 -1.673 -2.580
H: -2.603 -1.040 -0.862
H: -3.502 -0.161 -2.111
H: -0.416 -0.462 -0.499
H: -1.488 0.532 0.450
H: -1.521 2.632 0.683
H: -1.122 3.511 -0.743
H: 1.070 4.222 0.389
H: -0.281 4.478 1.482
H: -0.126 2.409 2.286
H: 2.365 3.853 2.548
H: 0.956 3.753 3.539
H: 1.766 1.213 3.944
H: 2.292 2.593 4.851
H: 4.311 2.756 3.268
H: 3.892 1.139 2.742
H: 5.544 1.217 4.599
H: 4.203 1.728 5.678
H: 3.416 -0.592 4.108
H: 3.557 -0.438 5.848
H: 5.241 -1.783 4.092
H: 5.247 -1.791 5.692
H: 1.961 0.049 2.212
H: 1.084 -0.623 0.842
H: -0.967 0.601 2.353
H: 0.100 -0.159 3.526
H: 2.932 3.800 0.574
H: 5.305 3.801 0.159
H: 5.393 -0.284 -0.153
H: 3.021 -0.488 0.248
N: 4.216 1.760 -7.957
C: 3.419 1.777 -9.069
C: 4.085 2.457 -10.053
C: 5.335 2.865 -9.514
C: 5.386 2.419 -8.220
H: 3.977 1.331 -7.084
H: 2.451 1.306 -9.066
H: 3.719 2.640 -11.049
H: 6.107 3.420 -10.019
H: 6.152 2.514 -7.470
N: -6.757 2.896 -3.065
C: -5.948 3.457 -4.012
C: -4.649 3.264 -3.625
C: -4.676 2.555 -2.392
C: -5.991 2.342 -2.075
H: -7.761 2.893 -3.092
H: -6.362 3.943 -4.878
H: -3.777 3.592 -4.164
H: -3.825 2.238 -1.811
H: -6.443 1.850 -1.229
N: -8.051 -0.428 -2.343
C: -8.978 -0.628 -3.330
C: -9.645 -1.790 -3.050
C: -9.098 -2.311 -1.846
C: -8.117 -1.448 -1.436
H: -7.416 0.347 -2.291
H: -9.083 0.069 -4.145
H: -10.436 -2.219 -3.641
H: -9.392 -3.216 -1.342
H: -7.462 -1.471 -0.583
N: 5.723 -0.184 8.675
C: 5.985 -1.046 9.708
C: 7.188 -1.646 9.456
C: 7.674 -1.125 8.224
C: 6.749 -0.227 7.767
H: 4.907 0.392 8.600
H: 5.298 -1.154 10.530
H: 7.670 -2.375 10.085
H: 8.597 -1.382 7.733
H: 6.733 0.381 6.879
N: -2.050 -6.184 3.413
C: -2.162 -4.882 3.016
C: -1.078 -4.580 2.240
C: -0.278 -5.755 2.156
C: -0.905 -6.724 2.894
H: -2.709 -6.671 3.991
H: -3.003 -4.279 3.316
H: -0.888 -3.630 1.776
H: 0.648 -5.875 1.619
H: -0.637 -7.748 3.088
N: -3.723 -1.466 1.966
C: -4.768 -0.629 2.264
C: -5.918 -1.224 1.818
C: -5.552 -2.469 1.232
C: -4.194 -2.585 1.337
H: -2.756 -1.303 2.178
H: -4.608 0.307 2.772
H: -6.912 -0.819 1.909
H: -6.212 -3.196 0.790
H: -3.519 -3.365 1.025

net charge: +1
multiplicity: 1
molecular weight: 1003.11 g mol⁻¹
E_tot: -96554.92167 eV
HOMO: -9.5 eV
HOMO-LUMO gap: 6.45 eV